Formula: C5H11NS2
Source: the OMol25 dataset
Level of theory: wB97M-V/def2-TZVPD

```
19
Properties=species:S:1:pos:R:3
S 3.2523 0.0613 0.3329
S 2.1168 1.5981 -0.3717
N 0.9262 0.2736 -0.4430
C -0.6872 0.8982 1.4041
C 1.6608 -0.8284 0.2271
C -0.4784 0.4224 -0.0768
C -1.0540 1.5246 -0.9426
C 1.5321 -2.1209 -0.5886
H -1.8143 0.9639 1.4427
H -1.0359 -0.4804 -0.1149
H 1.4929 -1.2108 1.3211
H 0.4964 -2.6706 -0.6046
H 2.3770 -2.7230 -0.2010
H 1.7977 -1.7647 -1.6898
H -0.5959 1.4957 -1.9933
H -0.2655 1.9759 1.5713
H -0.1695 0.3308 2.0779
H -2.0431 1.2209 -0.9638
H -0.9228 2.5852 -0.4653
```

Summary:
gap between HOMO and LUMO: 7.83 eV
HOMO energy: -7.407 eV
energy above the lowest of the compared OMol25 structures with the same formula, charge and spin: 2.833 eV